[1]
# C30H85F6N11O9P

A 10-piece molecular cluster, C30H85F6N11O9P overall (ωB97M-V with the def2-TZVPD basis set, OMol25).

Structure (XYZ):
```
142
Properties=species:S:1:pos:R:3:mulliken_charge:R:1
H -3.512 3.868 1.648 0.362
H -4.566 -0.768 4.225 0.242
C -5.110 -0.602 3.277 -0.454
H 1.352 2.651 3.757 0.107
C -2.483 -1.533 -5.222 0.996
F 1.130 0.517 1.342 -0.502
H 6.272 1.013 0.392 0.221
F 0.559 -0.076 -0.697 -0.488
C -2.776 4.653 1.361 -0.423
H -2.118 -1.274 -7.406 0.296
H 0.051 -6.939 -1.402 0.337
O 3.023 2.166 4.697 -0.391
N -3.898 -1.133 -5.365 -0.688
H 4.405 -2.131 -0.879 0.515
H -3.849 4.113 -4.185 0.254
H 3.369 3.821 3.373 0.317
H -6.135 -0.463 3.497 0.287
H 0.351 -2.540 -2.419 -0.183
N -1.987 -6.852 -1.098 -0.787
H -4.108 0.998 0.284 -0.019
N 4.870 0.917 -2.038 -0.482
H -2.254 0.323 -4.094 -0.555
H 4.282 1.282 -1.291 0.040
H 3.311 -2.396 2.224 0.143
H 0.037 -6.034 -3.755 0.251
H 1.999 -2.380 -3.831 -0.022
C -1.176 -2.337 2.846 -1.459
H -1.899 1.593 -2.655 -0.568
N 7.052 1.604 0.648 -0.268
H 1.263 -0.152 -3.278 -0.652
C -3.552 0.318 -1.800 0.292
H 7.157 1.872 1.621 0.159
H -2.271 -2.273 -4.452 -0.170
H -0.772 1.529 4.067 0.227
H 2.831 -0.772 2.897 0.190
H -0.939 3.193 2.333 -0.007
H 8.232 2.389 -2.237 0.226
H -4.054 -3.499 3.983 0.266
H -1.919 -1.027 -1.967 0.053
H -3.265 -1.277 1.332 -0.059
H 3.372 2.192 2.604 0.078
C 4.377 -1.810 3.788 0.455
H -2.003 -0.279 -0.524 -0.242
C -0.605 -4.913 -1.440 -0.300
H -0.600 -2.578 3.762 0.428
N 4.431 -0.839 4.771 -0.332
N 7.445 2.277 -1.560 -0.393
H -4.035 -0.092 -2.658 0.304
F -0.942 1.148 0.537 -0.118
H -2.725 2.359 -1.267 -0.198
O 0.735 -4.440 -1.614 -0.506
C -4.566 0.703 -0.700 -1.425
C -2.094 -2.076 -6.620 -1.340
H 0.991 0.602 -4.951 0.365
H -0.153 6.385 2.668 0.432
C 3.868 -1.105 -3.083 0.282
C -4.595 6.029 1.709 -0.739
F 0.772 2.761 0.837 -0.347
H 5.910 -0.886 -2.403 0.067
H 2.573 0.602 6.536 0.313
H -5.089 6.885 1.201 0.276
N 3.416 -1.608 2.825 -0.143
H -5.257 -0.155 -0.505 0.312
H -0.734 -0.139 4.978 0.142
C 4.908 -0.513 -2.129 0.698
H -4.247 6.411 2.662 0.310
C 1.110 0.920 5.076 1.518
F 2.172 1.546 -0.532 -0.164
H -4.755 0.285 2.782 0.109
H -0.815 -2.994 2.085 0.142
H -2.616 -6.038 -1.060 0.329
C -2.626 -2.303 3.122 1.672
C -3.672 -2.037 1.989 -0.137
H 0.149 -2.792 -0.606 0.237
C -3.453 3.759 -3.212 -0.595
C 0.555 0.239 -4.021 0.118
H -1.705 -6.130 -3.701 0.299
H -0.776 -1.352 2.595 0.065
C 7.799 2.300 -0.218 0.454
H -2.904 -2.830 -6.852 0.385
O 5.174 -2.787 3.765 -0.735
O -0.420 -0.750 -4.225 -0.158
H 1.333 0.234 4.218 -0.757
H 5.422 -0.984 0.011 0.501
H -2.452 5.539 3.222 0.400
C 1.619 2.249 4.706 -0.394
H 6.670 1.691 -1.919 0.411
H -2.666 -1.461 3.863 -0.351
C -2.901 1.663 -2.177 1.301
H 4.706 2.751 3.695 0.311
N -2.582 -0.663 -1.287 -0.097
H -5.205 1.508 -1.019 0.540
H -0.859 1.407 5.812 0.573
C 0.693 -3.054 -1.502 0.380
O -4.951 -1.752 2.454 -0.438
H -1.702 -6.947 -0.137 0.333
H 1.283 2.969 5.410 0.244
H -4.530 -1.911 -5.418 0.274
H -0.089 5.346 1.188 0.139
N 1.565 0.470 6.345 -0.602
C -1.894 4.974 2.487 0.407
N -3.106 -3.554 3.698 -0.841
H -1.128 -2.560 -6.601 0.280
H 2.872 -0.933 -2.670 -0.659
C -0.794 -6.367 -1.809 0.489
H -3.890 4.435 -2.416 0.176
P 0.639 1.349 0.024 1.475
H -0.838 -4.857 -0.345 0.009
N -1.466 3.657 3.075 -0.467
H -2.555 -3.740 4.510 0.240
H 3.138 -2.497 -5.204 0.322
H -1.304 -4.298 -2.005 0.292
C 2.909 -2.936 -4.200 -0.346
O -3.498 5.744 0.877 -0.436
O 3.980 -2.528 -3.316 -0.449
C -1.674 -0.300 -4.824 0.046
H -3.764 -2.968 1.421 0.285
H 3.876 -0.483 -4.002 0.250
H -5.298 5.224 1.716 0.317
H 3.667 -0.599 -0.357 0.067
C -0.795 -6.575 -3.292 -1.474
H 2.835 -4.020 -4.209 0.236
H -0.746 -7.561 -3.588 0.413
H -2.286 3.848 -3.221 0.241
H 4.679 1.365 -2.925 0.267
C 4.603 -1.070 -0.706 -1.589
F 0.049 2.131 -1.236 -0.433
C 3.663 2.743 3.573 -0.535
C -0.780 5.821 1.959 -1.324
H -2.185 4.279 0.494 0.008
O -3.769 2.377 -3.110 -0.457
H 3.604 -0.250 4.830 0.134
H -1.277 6.694 1.498 0.410
H -0.770 3.909 3.809 0.193
H 1.155 0.931 7.135 0.269
H 1.722 -2.707 -1.315 -0.165
C -0.432 0.916 4.940 -1.395
H -1.495 0.359 -5.685 0.456
H -4.217 -0.495 -4.683 0.229
O 8.766 2.940 0.149 -0.681
H 0.107 1.186 -3.627 0.238
H 5.069 -0.957 5.545 0.206
```

As for the net charge: -1. The electronic energy comes out at -3414.27948 a.u. The value obtained for the maximum force is 3.1 eV/Å. The spin multiplicity is 1.


[2]
# C30H86N2O12

C30H86N2O12 as an isolated structure (ωB97M-V with the def2-TZVPD basis set, OMol25).

Structure (XYZ):
```
130
Properties=species:S:1:pos:R:3:mulliken_charge:R:1
C 2.530 0.563 -0.228 0.235
H -0.563 4.669 2.218 0.103
H 0.677 -0.242 1.741 1.671
H 4.498 -0.134 2.326 0.465
H -1.517 -2.907 2.465 0.384
H -4.148 -2.589 -1.784 0.508
H 1.863 1.135 1.126 -1.265
O 3.518 -2.686 -0.110 -0.500
H 0.849 -4.108 -3.608 0.460
H 1.787 -0.741 2.735 1.112
H 2.866 -2.171 1.792 0.020
H -2.167 -2.912 4.846 0.441
H -2.006 -1.326 3.094 0.157
N 2.830 -4.640 -1.894 -0.894
H 1.642 3.667 1.224 0.102
H 0.208 -3.711 -1.980 0.066
C -0.542 -3.885 0.779 -0.316
H -1.844 -0.241 -1.999 -1.435
H 0.470 -3.485 0.836 0.519
H 2.012 -1.089 -3.666 0.379
H 0.011 -0.744 5.309 0.241
C -3.764 2.697 -1.766 -2.297
C -0.920 -1.283 5.483 -1.423
O -1.468 -3.127 0.023 -0.717
C -4.082 1.383 0.428 -1.538
C -0.095 -0.621 -0.280 -2.181
C -2.401 -0.171 -4.049 0.293
H 0.500 -2.446 -3.055 1.702
H -4.901 -0.290 -1.107 0.284
H 0.144 2.945 1.483 -1.482
H -2.033 0.341 -0.952 -1.184
C -0.464 2.486 0.703 -0.339
H 4.230 2.462 -0.694 0.432
C 3.335 0.718 -1.513 -1.219
O -0.084 -1.650 -1.188 1.499
H 1.853 1.408 -0.103 -0.232
H 2.976 -2.830 -2.793 0.427
H -1.834 0.741 -4.236 0.374
H 4.659 -2.339 1.513 0.414
H -3.501 -2.355 -0.132 0.600
H 1.913 0.180 2.516 -1.696
C 1.444 4.651 3.101 0.256
H -3.590 2.235 0.897 0.572
H -5.123 1.458 0.742 0.365
H 3.699 -0.239 -1.885 0.184
H 3.058 -1.846 3.191 0.545
H 3.166 0.481 0.653 1.053
H -0.227 2.664 -2.666 0.627
H 1.874 4.438 4.080 0.351
H -0.940 -2.442 -0.393 -0.067
H -3.116 3.482 -1.376 0.428
H -0.609 -4.912 0.420 0.373
O 1.592 2.247 2.820 -0.330
C 2.273 -3.316 -2.116 -0.065
C -1.877 -0.932 -2.842 0.336
C 2.229 1.158 2.152 0.099
H 1.050 2.823 -0.946 0.033
O 2.542 1.338 -2.497 -0.534
H -1.032 -1.569 6.529 0.432
C -0.745 2.321 -1.771 -1.513
H 3.702 -4.444 -1.423 0.432
C 3.701 -2.011 1.110 -1.067
H 3.318 1.192 2.173 1.394
C 0.010 3.010 -0.678 0.840
C -3.736 1.289 -1.076 1.549
H -2.474 -1.789 -2.529 0.861
H 2.837 6.007 2.179 0.311
H 5.266 1.124 -0.679 0.353
H -2.753 0.839 -1.218 0.369
C 0.902 -3.418 -2.767 -1.873
H -0.119 -1.681 1.590 -0.368
C 1.041 -0.615 -3.524 -1.056
C 2.165 -2.606 -0.704 0.663
N 1.903 5.915 2.554 -0.772
O -0.326 -3.565 4.700 -0.586
H 0.837 0.258 -4.145 0.653
C -0.096 4.651 3.203 -1.237
H 0.227 -1.322 -3.684 0.158
H 2.176 -4.978 -1.203 0.379
H 2.551 2.295 -2.423 0.465
H 2.961 -0.321 3.988 0.615
C -1.211 -2.484 4.546 -0.166
H -4.283 0.471 -4.870 0.482
C -3.943 -1.862 -0.998 -0.076
H -0.364 3.753 3.759 0.250
O -0.268 4.380 -0.666 -0.578
H -1.540 0.641 0.773 1.227
O 3.594 -0.195 2.009 -0.685
H -1.366 -1.219 -5.345 0.394
O -4.776 0.476 -1.672 -0.992
C 2.839 -0.793 3.013 -1.002
H -0.255 1.420 0.793 0.187
O -2.281 -1.090 -5.084 -0.660
H -0.040 -1.316 -2.087 -5.372
C 1.985 3.500 2.245 -0.882
H 1.505 -1.500 0.814 0.703
H -0.835 -1.230 -2.961 3.038
H 1.760 0.499 -2.119 0.642
H -3.233 -1.126 -1.377 -0.558
H -4.774 3.102 -1.720 0.456
H -0.679 1.235 -1.705 0.320
C 4.550 1.633 -1.325 -1.666
H -1.759 2.684 -1.938 0.888
H -1.500 2.550 1.036 0.860
H -0.707 -4.304 4.220 0.346
C 0.538 -1.035 1.007 -1.694
H -0.234 -1.742 2.727 1.119
H -0.517 5.504 3.734 0.494
C -1.561 -0.065 -0.057 -1.664
H 1.476 -3.114 -0.029 -0.979
H -3.744 0.486 0.946 0.218
C -1.208 -2.069 3.091 -1.088
H -0.954 -3.841 1.788 0.611
H -4.177 0.932 -3.250 0.399
H 1.891 -1.567 -0.888 0.817
H 1.398 6.112 1.702 0.252
C -3.889 0.120 -3.917 -1.667
O -5.080 -1.073 -0.635 -0.336
O 0.972 -0.022 -2.289 1.130
H 3.686 -0.932 0.956 0.456
H -0.782 4.620 -1.440 0.514
H 0.520 0.168 -0.715 0.306
H 1.842 -0.280 -0.170 1.218
H 5.001 2.057 -2.222 0.407
H -1.735 -0.562 5.432 0.380
H -5.648 -1.738 -0.240 0.573
H -4.427 -0.786 -3.635 0.209
H -2.214 -0.862 0.300 0.869
H 3.074 3.496 2.200 0.480
H -3.445 2.426 -2.772 0.422
```

The value obtained for the energy relative to the best compared isomer or geometry (same formula, charge and spin) is 3218.9 kJ/mol. The value obtained for the maximum force is 18.4 eV/Å. The spin multiplicity is 1.


[3]
# C30H86N4O18Zn

C30H86N4O18Zn as an isolated structure (ωB97M-V with the def2-TZVPD basis set, OMol25).

Structure (XYZ):
```
139
Properties=species:S:1:pos:R:3:mulliken_charge:R:1
O -0.559 -5.988 -4.446 -0.548
H 3.633 1.005 3.025 0.446
H 6.620 -1.423 -1.332 0.279
H -5.900 1.314 -0.715 0.299
O 2.621 -2.090 2.079 0.818
H 2.496 -2.292 7.173 0.287
H 4.001 5.671 1.474 0.432
H -3.902 -0.293 -2.589 -0.206
H -4.028 -0.436 -4.268 0.456
C 6.030 -2.083 -3.579 -1.626
O 0.294 0.993 3.464 0.928
H 1.305 -1.642 -2.504 -0.017
C 2.399 -1.338 5.827 0.475
H -0.550 -2.237 3.696 0.346
O 0.715 -0.143 0.585 -1.592
O 3.242 -0.688 6.490 -0.770
O 1.950 -0.936 4.678 -0.680
C -2.700 4.478 3.624 -1.004
H 4.872 1.846 1.547 0.345
C -4.730 -4.034 0.817 -1.768
H 0.506 3.112 -2.255 0.276
C 5.092 0.779 1.522 -1.693
H 2.622 -0.462 -3.146 0.243
H 4.812 -2.059 1.640 0.547
H 3.422 4.066 -0.517 0.190
H 1.145 1.528 -3.651 0.014
H -1.094 0.846 -7.195 0.288
H -1.916 -0.168 -4.588 0.132
H 6.345 -3.111 -3.398 0.357
H 1.486 5.350 1.402 0.400
C 1.757 5.105 0.375 -1.630
O -2.118 -0.291 -3.658 -0.237
O 2.298 2.885 0.704 -0.089
H 0.344 -5.660 -4.455 0.294
H 4.846 -0.619 -2.615 0.071
H 1.676 -3.829 2.578 0.212
H -1.635 1.186 4.233 0.416
H -7.438 -0.109 -2.134 0.276
O -5.294 -2.364 -0.643 -0.698
Zn 1.332 -0.438 2.592 1.861
H 1.472 -1.324 -4.141 0.256
C -2.608 4.136 1.149 -0.075
H -2.522 5.215 4.407 0.370
H 4.942 4.211 1.452 0.394
H -0.007 3.063 3.600 -0.295
H -2.121 -6.373 -3.160 0.253
H 5.670 -1.996 -4.604 0.348
H -4.139 -4.784 -1.717 0.389
H 5.571 0.651 0.551 0.320
H 3.386 -3.820 3.111 0.305
H 5.792 -2.773 -0.978 0.286
H -1.566 2.895 -6.980 0.365
H -5.368 -3.531 1.544 0.372
O -1.763 0.869 -6.506 -0.468
H -1.378 -4.772 -3.137 0.056
H 1.915 6.056 -0.135 0.413
H 2.353 2.466 -2.616 -0.027
H -4.628 5.326 2.249 0.355
N -3.900 6.025 2.253 -0.735
H 4.261 -1.384 3.075 0.471
C 0.662 2.283 3.963 -0.630
H 0.705 -4.623 0.552 0.428
O 0.339 1.505 -0.737 -0.265
C -1.438 -0.633 3.096 1.536
H -5.386 -4.724 0.287 0.485
H -1.576 -0.006 2.216 -0.912
C -6.565 0.488 -2.397 -0.747
H -0.588 -2.139 2.030 0.088
H -2.558 4.597 0.163 0.344
O 0.700 3.379 -3.156 -0.643
H 3.325 -2.327 -1.402 -0.062
C -1.169 -5.842 -3.171 -0.299
H 4.128 -3.601 -2.404 0.431
H -3.974 6.551 1.394 0.285
C -2.798 5.108 2.322 0.136
C 0.167 0.295 -0.443 -0.483
H -4.051 1.169 0.622 0.346
H -2.448 1.501 0.966 -0.265
H -3.576 -0.676 3.630 0.461
H -3.366 -2.469 -0.013 -0.560
H 0.673 2.309 5.053 0.408
H -4.025 -4.713 1.296 0.340
H 1.480 2.852 0.204 -0.385
C 3.968 -1.490 2.030 -1.798
H -4.998 -1.492 -0.916 0.255
H -2.099 2.575 -5.307 0.189
O -3.612 3.218 1.171 -0.421
H 3.626 4.245 2.505 0.251
H 2.137 2.783 -4.423 0.416
C 2.075 -1.401 -3.237 -0.210
C 5.063 -1.679 -2.484 0.532
H -0.680 -2.223 -0.254 0.167
H 1.054 4.494 -0.191 0.387
N -0.384 -1.651 2.890 0.162
C 3.813 -2.559 -2.348 -0.333
H -6.961 1.485 -2.592 0.369
C 3.920 4.585 1.512 -1.556
H -3.580 3.872 3.841 0.321
H 3.059 -3.894 1.424 0.282
H 5.699 0.565 2.401 0.478
O 2.914 -2.509 -3.426 -0.524
H -0.278 -4.444 -0.886 -0.296
C -2.096 2.199 -6.330 -0.628
H -3.501 1.150 -3.671 0.382
H 6.988 -1.583 -3.715 0.436
N 2.962 0.745 2.316 1.158
C -2.704 -1.327 3.560 -1.816
H -3.107 2.262 -6.734 0.270
O 1.803 -2.354 6.512 -0.443
H -0.578 0.041 5.052 0.313
C -3.320 1.970 0.510 -0.145
O -5.649 0.574 -1.273 -0.380
C 3.787 -0.035 1.450 1.016
H -1.963 5.807 2.276 0.303
H 2.782 1.613 1.833 -0.374
H -2.621 -4.201 -1.025 0.023
C -4.203 -3.134 -0.225 1.982
H -2.900 -2.233 2.987 0.382
C -0.858 0.438 4.076 -1.268
C 0.191 -3.892 -0.072 0.009
H -1.680 3.592 1.329 -0.108
H -0.866 0.055 -1.839 -0.234
H -3.214 2.067 -0.571 0.421
N 5.696 -1.779 -1.134 -0.482
C -3.608 -3.896 -1.374 -0.994
C 1.693 2.455 -3.484 -0.178
H -3.531 -3.234 -2.237 0.186
H 1.013 -3.431 -0.621 -0.073
O -0.644 -0.556 -1.132 0.145
H 3.486 -0.101 0.405 -0.022
C -3.439 0.074 -3.505 -0.463
C 2.682 -3.472 2.356 -1.180
H -0.624 -6.232 -2.312 0.237
H -1.851 3.806 3.743 0.149
O -0.664 -2.925 0.401 -0.466
H -2.717 -1.566 4.624 0.430
H 1.680 2.523 3.655 0.004
H -6.136 0.121 -3.330 0.243
C 2.957 4.108 0.468 0.968
```

The electronic energy comes out at -4547.13613 a.u. The value obtained for the maximum force is 4.4 eV/Å. The spin multiplicity is 1.


Q: Which of these has the lowest maximum force?
A: C30H85F6N11O9P